Density functional theory data (ωB97M-V/def2-TZVPD) for C3H6O in the gas phase.

Values from the calculation:
Structure (SMILES): CC(C)=O
Relative energy (zero: lowest compared OMol25 entry of this formula, charge and spin) in kcal/mol: 0.5
HOMO-LUMO gap in eV: 10.653
Energy in eV: -5255.6736
LUMO in eV: 0.969

Geometry as ORCA input:
```
! wB97M-V def2-TZVPD RIJCOSX def2/J DEFGRID3
* xyz 0 1
C -1.286 -0.034 0.237
C 0.093 0.584 0.235
C 1.223 -0.246 -0.341
O 0.298 1.684 0.699
H -1.998 0.683 0.648
H -1.579 -0.320 -0.780
H -1.287 -0.950 0.842
H 0.874 -1.067 -0.975
H 1.900 0.402 -0.903
H 1.786 -0.676 0.496
*
```

Results of the Mulliken charge analysis, in e, for atoms 1 through 4:
1 C -1.02
2 C 0.73
3 C -0.95
4 O -0.55

***

Density functional theory data (ωB97M-V/def2-TZVPD) for 2 unconnected molecules or ions with the total composition C3H6O in a non-equilibrium geometry.

Values from the calculation:
Structure (SMILES): C#C.CO
Relative energy (zero: lowest compared OMol25 entry of this formula, charge and spin) in kcal/mol: 71.6
HOMO-LUMO gap in eV: 11.133
Energy in eV: -5252.5896
LUMO in eV: 1.092

Geometry as ORCA input:
```
! wB97M-V def2-TZVPD RIJCOSX def2/J DEFGRID3
* xyz 0 1
C -1.894 -0.653 0.230
C -1.856 0.484 -0.108
H -1.985 -1.742 0.305
H -1.783 1.598 -0.350
C 1.466 0.323 0.157
O 0.833 -0.964 -0.112
H 2.038 0.143 1.035
H 2.164 0.599 -0.645
H 0.661 1.093 0.410
H 0.357 -0.882 -0.921
*
```

Results of the Mulliken charge analysis, in e, for atoms 1 through 4:
1 C -0.21
2 C -0.46
3 H 0.34
4 H 0.35

***

Density functional theory data (ωB97M-V/def2-TZVPD) for 2 unconnected molecules or ions with the total composition C3H6O in a non-equilibrium geometry.

Values from the calculation:
Relative energy (zero: lowest compared OMol25 entry of this formula, charge and spin) in kcal/mol: 97.2
HOMO-LUMO gap in eV: 9.669
Energy in eV: -5251.4787
LUMO in eV: 0.782

Geometry as ORCA input:
```
! wB97M-V def2-TZVPD RIJCOSX def2/J DEFGRID3
* xyz 0 1
C -1.289 0.048 1.548
C -0.126 -0.019 0.793
C 0.588 -0.375 -1.257
O 1.731 0.386 -1.392
H -2.227 -0.215 1.215
H -1.304 0.350 2.617
H -0.278 -0.076 -1.954
H 0.831 -0.039 1.266
H 0.685 -1.436 -1.339
H 1.388 1.377 -1.498
*
```

Results of the Mulliken charge analysis, in e, for atoms 1 through 4:
1 C -0.55
2 C -0.26
3 C -0.35
4 O -0.47

***

Density functional theory data (ωB97M-V/def2-TZVPD) for C3H6O in the gas phase in a non-equilibrium geometry.

Values from the calculation:
Structure (SMILES): CCC=O
Relative energy (zero: lowest compared OMol25 entry of this formula, charge and spin) in kcal/mol: 24.7
HOMO-LUMO gap in eV: 10.765
Energy in eV: -5254.6227
LUMO in eV: 1.107

Geometry as ORCA input:
```
! wB97M-V def2-TZVPD RIJCOSX def2/J DEFGRID3
* xyz 0 1
C -0.412 0.276 -0.906
C -0.417 -0.542 0.482
C 0.904 0.018 0.834
O 1.953 -0.482 0.508
H 0.468 0.940 -1.040
H -0.377 -0.379 -1.775
H -1.259 0.960 -0.929
H -0.398 -1.644 0.537
H -1.257 -0.211 1.103
H 0.794 1.064 1.186
*
```

Results of the Mulliken charge analysis, in e, for atoms 1 through 4:
1 C -1.00
2 C -0.26
3 C -0.07
4 O -0.50

***

Density functional theory data (ωB97M-V/def2-TZVPD) for C3H6O in the gas phase in a non-equilibrium geometry.

Values from the calculation:
Structure (SMILES): C[C@H]1CO1
Relative energy (zero: lowest compared OMol25 entry of this formula, charge and spin) in kcal/mol: 39.6
HOMO-LUMO gap in eV: 11.580
Energy in eV: -5253.9778
LUMO in eV: 1.178

Geometry as ORCA input:
```
! wB97M-V def2-TZVPD RIJCOSX def2/J DEFGRID3
* xyz 0 1
C 1.458 0.115 -0.160
C 0.179 -0.018 0.492
C -1.052 0.571 -0.044
O -0.788 -0.782 -0.250
H 1.266 0.127 -1.292
H 1.964 -0.838 0.151
H 2.137 1.017 0.092
H 0.303 -0.259 1.558
H -0.987 1.363 -0.851
H -1.886 0.837 0.613
*
```

Results of the Mulliken charge analysis, in e, for atoms 1 through 4:
1 C -1.04
2 C 0.25
3 C -0.35
4 O -0.41

***

Density functional theory data (ωB97M-V/def2-TZVPD) for 2 unconnected molecules or ions with the total composition C3H6O in a non-equilibrium geometry.

Values from the calculation:
Relative energy (zero: lowest compared OMol25 entry of this formula, charge and spin) in kcal/mol: 95.1
HOMO-LUMO gap (spin up / spin down) in eV: 8.465 / 8.641
Energy in eV: -5251.5703
LUMO (spin up / spin down) in eV: 0.732 / 0.814

Geometry as ORCA input:
```
! wB97M-V def2-TZVPD RIJCOSX def2/J DEFGRID3
* xyz 0 1
C 1.782 -0.747 -0.480
C -1.021 0.844 -0.015
C -0.465 -0.440 0.478
O 2.480 -1.339 0.272
H 1.820 -0.104 -1.380
H -0.138 1.457 -0.451
H -1.591 1.284 0.745
H -1.656 0.576 -0.845
H 0.031 -0.382 1.391
H -1.243 -1.150 0.286
*
```

Results of the Mulliken charge analysis, in e, for atoms 1 through 4:
1 C 0.17
2 C -0.69
3 C -0.74
4 O -0.35

***

Density functional theory data (ωB97M-V/def2-TZVPD) for C3H6O in the gas phase in a non-equilibrium geometry.

Values from the calculation:
Structure (SMILES): CC(C)=O
Relative energy (zero: lowest compared OMol25 entry of this formula, charge and spin) in kcal/mol: 14.1
HOMO-LUMO gap in eV: 10.496
Energy in eV: -5255.0818
LUMO in eV: 0.959

Geometry as ORCA input:
```
! wB97M-V def2-TZVPD RIJCOSX def2/J DEFGRID3
* xyz 0 1
C -1.359 -0.076 -0.006
C 0.018 0.564 -0.070
C 1.375 -0.182 -0.009
O 0.108 1.740 0.010
H -1.429 -1.195 -0.259
H -1.937 0.488 -0.718
H -1.808 -0.122 1.024
H 2.170 0.331 0.606
H 1.714 -0.365 -0.965
H 1.147 -1.184 0.388
*
```

Results of the Mulliken charge analysis, in e, for atoms 1 through 4:
1 C -0.91
2 C 0.62
3 C -0.92
4 O -0.49

***

Density functional theory data (ωB97M-V/def2-TZVPD) for C3H6O in the gas phase in a non-equilibrium geometry.

Values from the calculation:
Structure (SMILES): CCC=O
Relative energy (zero: lowest compared OMol25 entry of this formula, charge and spin) in kcal/mol: 34.2
HOMO-LUMO gap in eV: 10.652
Energy in eV: -5254.2097
LUMO in eV: 1.088

Geometry as ORCA input:
```
! wB97M-V def2-TZVPD RIJCOSX def2/J DEFGRID3
* xyz 0 1
C 0.976 -0.321 0.179
C -0.583 0.010 0.669
C -0.810 0.419 -0.722
O -0.613 1.539 -1.135
H 1.207 -0.174 -0.905
H 1.691 0.328 0.677
H 1.160 -1.383 0.333
H -0.911 0.806 1.375
H -1.049 -0.926 1.005
H -0.914 -0.483 -1.356
*
```

Results of the Mulliken charge analysis, in e, for atoms 1 through 4:
1 C -1.00
2 C -0.33
3 C -0.02
4 O -0.52

***

Density functional theory data (ωB97M-V/def2-TZVPD) for C3H6O2 in the gas phase.

Values from the calculation:
Relative energy (zero: lowest compared OMol25 entry of this formula, charge and spin) in kcal/mol: 60.5
HOMO-LUMO gap in eV: 9.766
Energy in eV: -7301.0554
LUMO in eV: 0.637

Geometry as ORCA input:
```
! wB97M-V def2-TZVPD RIJCOSX def2/J DEFGRID3
* xyz 0 1
C -0.586 0.545 -1.200
C -0.237 -0.185 0.047
O -1.127 -0.893 0.666
C 1.033 -0.234 0.747
O 1.057 -1.051 1.732
H -1.521 1.099 -1.086
H 0.218 1.230 -1.485
H -0.723 -0.190 -2.000
H 0.460 0.883 0.952
H -0.508 -1.322 1.390
H 1.933 0.105 0.211
*
```

Results of the Mulliken charge analysis, in e, for atoms 1 through 4:
1 C -1.02
2 C 0.30
3 O -0.52
4 C 0.17

***

Density functional theory data (ωB97M-V/def2-TZVPD) for C3H6O2 in the gas phase in a non-equilibrium geometry.

Values from the calculation:
Structure (SMILES): COCC=O
Relative energy (zero: lowest compared OMol25 entry of this formula, charge and spin) in kcal/mol: 102.7
HOMO-LUMO gap in eV: 10.309
Energy in eV: -7299.2245
LUMO in eV: 0.911

Geometry as ORCA input:
```
! wB97M-V def2-TZVPD RIJCOSX def2/J DEFGRID3
* xyz 0 1
C 0.539 0.691 1.295
O 0.758 0.903 -0.288
C -0.227 0.180 -0.975
C -0.428 -1.287 -0.579
O -1.509 -1.823 -0.621
H -0.560 0.681 1.482
H 1.267 0.000 0.675
H 0.909 1.607 1.782
H 0.065 0.186 -2.034
H -1.177 0.704 -0.851
H 0.485 -1.861 -0.309
*
```

Results of the Mulliken charge analysis, in e, for atoms 1 through 4:
1 C -0.63
2 O -0.39
3 C -0.32
4 C 0.06

***

Copy entry 1 word for word.
Density functional theory data (ωB97M-V/def2-TZVPD) for C3H6O in the gas phase.

Values from the calculation:
Structure (SMILES): CC(C)=O
Relative energy (zero: lowest compared OMol25 entry of this formula, charge and spin) in kcal/mol: 0.5
HOMO-LUMO gap in eV: 10.653
Energy in eV: -5255.6736
LUMO in eV: 0.969

Geometry as ORCA input:
```
! wB97M-V def2-TZVPD RIJCOSX def2/J DEFGRID3
* xyz 0 1
C -1.286 -0.034 0.237
C 0.093 0.584 0.235
C 1.223 -0.246 -0.341
O 0.298 1.684 0.699
H -1.998 0.683 0.648
H -1.579 -0.320 -0.780
H -1.287 -0.950 0.842
H 0.874 -1.067 -0.975
H 1.900 0.402 -0.903
H 1.786 -0.676 0.496
*
```

Results of the Mulliken charge analysis, in e, for atoms 1 through 4:
1 C -1.02
2 C 0.73
3 C -0.95
4 O -0.55